Record 1
C7H11N as an isolated structure in a non-equilibrium geometry. Source: OMol25; level of theory: ωB97M-V with the def2-TZVPD basis set.

Geometry as XYZ:
```
19
Properties=species:S:1:pos:R:3
H 1.430 1.680 -0.045
C 0.391 -0.328 -1.446
H -1.255 -2.811 0.344
C -0.109 -1.047 0.677
H 1.299 -1.128 -1.358
C -1.080 0.760 -0.536
H -1.691 1.216 0.238
H 0.657 0.406 -2.237
C 0.350 0.188 -0.129
C 0.862 1.307 1.797
H -1.852 -0.779 -2.003
C -1.105 -1.575 -0.040
H 0.924 0.466 2.573
C -1.147 -0.681 -1.221
H -0.312 1.656 1.840
H -0.745 1.475 -1.279
H 1.697 2.124 2.091
N 1.509 0.798 0.527
H 0.313 -1.632 1.540
```

LUMO level: 1.02 eV
Frontier orbital gap: 0.361 hartree
Energy above the lowest of the compared OMol25 structures with the same formula, charge and spin: 139.4 kcal per mole
HOMO energy: -8.81 eV

Record 2
An isolated molecule of C7H11N in a non-equilibrium geometry. Source: OMol25; level of theory: ωB97M-V with the def2-TZVPD basis set.

Geometry as XYZ:
```
19
Properties=species:S:1:pos:R:3
H 1.795 -3.424 -1.795
C 0.789 -3.617 -1.497
N 0.977 -1.572 -0.398
H 1.111 1.433 -0.072
C -0.991 2.796 0.111
C 0.329 0.729 0.165
H 1.823 -1.450 -0.926
H -0.125 -1.058 1.322
C 0.656 -0.619 0.689
H -1.719 0.872 0.700
C 0.348 -2.798 -0.496
H -1.207 2.766 -0.985
C -1.330 3.864 0.805
H 1.595 -0.584 1.271
H -1.751 4.802 0.503
H 0.203 -4.382 -1.962
H -1.264 3.831 1.891
H -0.460 -2.994 0.200
C -0.782 1.406 0.473
```

LUMO level: 0.85 eV
Frontier orbital gap: 0.304 hartree
Energy above the lowest of the compared OMol25 structures with the same formula, charge and spin: 84.0 kcal per mole
SMILES: C=C/C=C/CNC=C
HOMO energy: -7.43 eV

Record 3
An isolated molecule of C7H11N in a non-equilibrium geometry. Source: OMol25; level of theory: ωB97M-V with the def2-TZVPD basis set.

Geometry as XYZ:
```
19
Properties=species:S:1:pos:R:3
C 0.921 -2.283 -0.144
C 0.093 -1.276 -0.184
C -0.722 0.940 0.130
N -1.682 1.798 0.086
H 1.961 0.408 1.288
C -2.370 -1.033 -0.058
H -1.344 2.763 0.121
C 0.784 1.495 -0.157
C 2.062 0.820 0.280
H -2.595 -1.554 0.878
H 1.985 -2.157 -0.299
H 0.566 -3.281 0.088
C -0.961 -0.504 -0.026
H 2.880 1.548 0.315
H -3.118 -0.249 -0.200
H 0.870 1.808 -1.204
H -2.486 -1.752 -0.875
H 0.753 2.445 0.394
H 2.404 0.066 -0.433
```

LUMO level (spin up / spin down): 0.01 / -0.67 eV
Frontier orbital gap (spin up / spin down): 0.287 / 0.264 hartree
Energy above the lowest of the compared OMol25 structures with the same formula, charge and spin: 101.0 kcal per mole
SMILES: [H]/N=C(\CC)C(C)=C=C
HOMO energy (spin up / spin down): -7.80 / -7.87 eV

Record 4
A 2-piece molecular cluster, C7H11N overall in a non-equilibrium geometry. Source: OMol25; level of theory: ωB97M-V with the def2-TZVPD basis set.

Geometry as XYZ:
```
19
Properties=species:S:1:pos:R:3
H 1.038 2.166 -1.097
C -0.035 0.244 0.577
H 0.550 -2.282 0.468
N 0.946 -0.320 1.211
H 2.166 -1.973 1.169
H 1.892 0.571 -1.237
H -1.443 1.186 1.911
H 0.075 -0.316 -2.644
H 0.122 2.025 1.766
H -0.859 1.250 -2.435
H -2.599 -2.066 -0.819
C 0.961 1.110 -1.315
C -1.853 -1.427 -0.423
C -0.008 0.645 -2.162
C -1.079 -0.549 -0.121
C 1.105 -1.738 1.255
C -0.648 1.476 1.220
H 0.754 -2.119 2.228
H -1.086 2.115 0.449
```

LUMO level: 0.69 eV
Frontier orbital gap: 0.350 hartree
Energy above the lowest of the compared OMol25 structures with the same formula, charge and spin: 116.3 kcal per mole
SMILES: C#C/C(C)=N\C.C=C
HOMO energy: -8.83 eV

Record 5
An isolated molecule of C7H11N in a non-equilibrium geometry. Source: OMol25; level of theory: ωB97M-V with the def2-TZVPD basis set.

Geometry as XYZ:
```
19
Properties=species:S:1:pos:R:3
C -1.515 -1.494 -0.652
H 2.150 0.547 -1.011
C -1.838 1.058 -0.825
H 2.680 2.616 0.181
N 0.055 0.130 0.292
H -1.809 -1.598 -1.700
H -0.756 -2.240 -0.435
C 1.636 0.802 -0.091
H 1.335 2.251 1.422
C 1.153 -0.581 0.644
H 2.465 -1.985 1.460
C 1.890 1.972 0.539
H -1.327 1.996 -0.602
H -2.804 1.057 -0.312
H 0.688 -2.107 2.008
H -2.401 -1.697 -0.051
C 1.452 -1.614 1.416
H -2.045 0.997 -1.895
C -1.012 -0.110 -0.388
```

LUMO level (spin up / spin down): 0.62 / 0.62 eV
Frontier orbital gap (spin up / spin down): 0.279 / 0.279 hartree
Energy above the lowest of the compared OMol25 structures with the same formula, charge and spin: 116.6 kcal per mole
HOMO energy (spin up / spin down): -6.96 / -6.96 eV

Record 6
An isolated molecule of C7H11N in a non-equilibrium geometry. Source: OMol25; level of theory: ωB97M-V with the def2-TZVPD basis set.

Geometry as XYZ:
```
19
Properties=species:S:1:pos:R:3
C -0.466 -0.351 -0.343
C 0.368 0.856 0.647
N 1.417 -2.314 1.533
H -2.367 -0.441 -1.354
H 0.383 2.873 1.219
C 1.045 -1.155 1.590
H -0.711 -1.311 0.118
H 0.799 -3.081 1.776
C 0.216 2.154 0.429
H -1.645 1.175 -1.339
H -0.150 2.555 -0.502
H -2.393 0.527 0.121
H -0.063 -1.261 -2.268
C 0.436 -0.610 -1.546
H 1.734 0.695 2.355
H 0.684 0.325 -2.048
H 1.368 -1.086 -1.243
C 1.142 0.177 1.609
C -1.796 0.270 -0.753
```

LUMO level: 0.87 eV
Frontier orbital gap: 0.322 hartree
Energy above the lowest of the compared OMol25 structures with the same formula, charge and spin: 74.3 kcal per mole
SMILES: C=C(C=C=N)C(C)C
HOMO energy: -7.89 eV

Record 7
An isolated molecule of C7H11N in a non-equilibrium geometry. Source: OMol25; level of theory: ωB97M-V with the def2-TZVPD basis set.

Geometry as XYZ:
```
19
Properties=species:S:1:pos:R:3
H -1.887 -1.068 1.524
C -1.981 0.186 -0.174
C 0.441 0.671 -0.306
H 1.677 -1.275 1.028
C 0.683 1.267 1.067
C -1.583 -0.891 0.417
H -1.997 -1.989 0.085
C -0.072 -0.950 -0.048
C -0.993 0.973 -0.785
N 1.384 -1.237 0.152
H 1.734 2.044 0.902
H 1.044 0.214 1.510
H 2.802 0.431 -0.380
H -0.269 -1.262 -1.190
C 1.789 -0.050 -0.650
H -0.240 1.957 1.551
H -3.104 0.393 -0.213
H 2.125 -0.078 -1.786
H -1.278 2.059 -1.226
```

LUMO level: 1.04 eV
Frontier orbital gap: 0.338 hartree
Energy above the lowest of the compared OMol25 structures with the same formula, charge and spin: 198.3 kcal per mole
SMILES: C[C@]12C=CC[C@@H]1NC2
HOMO energy: -8.15 eV

Record 8
An isolated ion of composition C7H11N2 and charge +1 in a non-equilibrium geometry. Source: OMol25; level of theory: ωB97M-V with the def2-TZVPD basis set.

Geometry as XYZ:
```
20
Properties=species:S:1:pos:R:3
H 2.417 -2.153 1.134
C -0.271 0.684 0.318
N -1.344 1.232 -0.244
C 0.132 0.302 1.689
C 0.203 1.183 -0.915
C 1.725 -1.508 0.641
H -2.790 -0.158 -2.283
H 2.076 -0.678 0.057
H 1.894 -0.507 2.390
H 0.617 -1.733 2.482
C -1.689 1.617 -2.891
H 1.042 -2.132 0.114
H -2.445 2.298 -2.730
H -1.249 -0.574 -3.001
C -1.815 0.172 -2.560
H 0.826 1.212 2.097
N -1.034 0.976 -1.657
H -0.861 1.795 -3.622
H -0.772 0.350 2.390
C 1.071 -0.937 1.878
```

LUMO level (spin up / spin down): -4.65 / -4.65 eV
Frontier orbital gap (spin up / spin down): 0.337 / 0.337 hartree
Energy above the lowest of the compared OMol25 structures with the same formula, charge and spin: 212.1 kcal per mole
SMILES: CCCC1=C2N1[N+]21CC1
Charge: +1
HOMO energy (spin up / spin down): -13.83 / -13.83 eV

Record 9
A 2-piece molecular cluster, C7H11N2O2 overall in a non-equilibrium geometry. Source: OMol25; level of theory: ωB97M-V with the def2-TZVPD basis set.

Geometry as XYZ:
```
22
Properties=species:S:1:pos:R:3
H -1.137 -0.156 -1.708
C -0.954 0.785 -2.231
H -1.798 2.742 -1.987
H -1.151 0.676 -3.286
O 0.610 2.499 -1.687
C -1.992 1.750 -1.574
N 0.802 0.134 1.993
H 0.919 -2.713 0.337
H -1.707 1.856 -0.522
N 1.687 -0.691 0.100
C 0.496 1.300 -1.991
O 1.428 0.476 -2.187
C -0.198 -1.948 2.965
H 2.067 1.272 0.678
H -0.643 -2.891 2.710
H 2.039 -0.622 -0.860
H 0.380 -2.075 3.903
C 0.579 -1.229 1.923
H -3.031 1.418 -1.560
H -0.942 -1.236 3.350
C 1.501 0.384 0.898
C 1.047 -1.731 0.737
```

LUMO level: 3.59 eV
Frontier orbital gap: 0.301 hartree
Energy above the lowest of the compared OMol25 structures with the same formula, charge and spin: 11.1 kcal per mole
Charge: -1
HOMO energy: -4.60 eV

Record 10
An isolated ion of composition C7H11N2O2 and charge +1 in a non-equilibrium geometry. Source: OMol25; level of theory: ωB97M-V with the def2-TZVPD basis set.

Geometry as XYZ:
```
22
Properties=species:S:1:pos:R:3
N -1.245 0.265 1.117
N 1.444 0.005 -1.005
C -2.922 0.011 -0.693
H -1.003 0.982 -0.879
H -3.538 0.705 -0.155
C 1.529 1.488 -0.303
C 2.367 -2.332 -0.084
H -0.799 -0.703 -0.877
H -0.271 1.259 2.663
H -2.984 0.303 -1.712
C 1.787 -1.070 -0.378
C -0.231 0.963 1.597
O 2.255 2.208 -0.837
H -3.386 -1.036 -0.579
H 3.454 -2.452 -0.186
H 1.456 -0.030 -2.083
H 1.721 -3.220 -0.100
H -2.092 -0.064 1.588
C 0.809 1.592 0.922
O 1.835 -1.355 0.894
C -1.430 0.116 -0.352
H 1.244 2.365 1.441
```

LUMO level: -3.76 eV
Frontier orbital gap: 0.328 hartree
Energy above the lowest of the compared OMol25 structures with the same formula, charge and spin: 57.6 kcal per mole
SMILES: CCN/C=C\C(=O)/[NH+]=C1/CO1
Charge: +1
HOMO energy: -12.69 eV

Record 11
An isolated ion of composition C7H11N2O3 and charge -1 in a non-equilibrium geometry. Source: OMol25; level of theory: ωB97M-V with the def2-TZVPD basis set.

Geometry as XYZ:
```
23
Properties=species:S:1:pos:R:3
H 1.478 -0.824 0.658
H 3.087 1.931 -0.599
C -2.533 -0.366 0.476
H 0.830 2.422 -0.725
H 2.640 0.245 -0.607
H -3.666 -0.740 0.513
H 1.794 1.168 -2.632
H 0.113 1.309 -2.722
H 0.842 -0.302 -2.073
C -0.224 -1.613 1.090
O -2.088 -0.429 -0.861
C 2.404 1.242 -0.284
O 0.363 -2.720 1.203
H -1.080 -0.302 -0.753
C -2.049 -1.735 2.537
N 0.051 0.724 0.230
C -1.692 -1.393 1.366
H 2.549 1.296 0.836
N 0.448 -0.532 0.642
O -2.446 -2.152 3.569
C 0.893 0.827 -2.157
H -2.631 0.601 0.976
C 0.917 1.343 -0.681
```

LUMO level: 3.66 eV
Frontier orbital gap: 0.220 hartree
Energy above the lowest of the compared OMol25 structures with the same formula, charge and spin: 121.4 kcal per mole
SMILES: CC(C)[N-]NC(=O)C(=C=O)CO
Charge: -1
HOMO energy: -2.32 eV

Record 12
An isolated ion of composition C7H11N2Si and charge +1 in a non-equilibrium geometry. Source: OMol25; level of theory: ωB97M-V with the def2-TZVPD basis set.

Geometry as XYZ:
```
21
Properties=species:S:1:pos:R:3
H -0.598 0.010 2.182
C 0.937 1.052 -0.721
H 2.946 -2.101 0.577
H 2.752 1.800 -1.369
N -1.229 0.027 0.084
C -1.427 0.539 1.542
H -1.244 1.646 1.460
C 0.278 -0.017 -0.137
H -3.470 -1.548 0.168
N -2.114 0.730 -0.827
C 0.886 -1.205 0.269
H 0.300 -1.952 0.724
H -2.278 1.766 -0.559
C 2.322 0.986 -0.812
C 2.959 -0.083 -0.275
Si -2.818 -0.817 -0.812
H 0.413 1.914 -1.111
H 4.128 -0.149 -0.461
C 2.276 -1.170 0.287
H -2.544 -1.738 -2.044
H -2.475 0.310 1.834
```

LUMO level: -4.79 eV
Frontier orbital gap: 0.303 hartree
Energy above the lowest of the compared OMol25 structures with the same formula, charge and spin: 82.3 kcal per mole
SMILES: C[N@+]1(c2ccccc2)N[SiH2]1
Charge: +1
HOMO energy: -13.05 eV